1.
This record from the Open Molecules 2025 dataset describes a molecular structure, C23H43CoN2OP3Se in a non-equilibrium geometry. The level of theory is wB97M-V/def2-TZVPD.

Calculated values
HOMO energy (spin up / spin down), hartree: -0.58497 / -0.58495
⟨S²⟩: 6.036
Frontier orbital gap (spin up / spin down), eV: 6.51 / 2.99
F_max, eV/Å: 6.25

The geometry in ORCA input format:
```
! RIJCOSX wB97M-V def2-TZVPD def2/J DEFGRID3
* xyz 3 5
Co 1.1052 -0.2343 -1.2916
P 1.6461 1.9976 -0.8888
P -0.8573 0.0928 -0.4711
P 0.5239 -0.7623 -3.2686
H 3.4516 -2.7063 -0.8658
C 2.9571 -1.8422 -1.3222
C 2.5706 -0.7846 -0.4608
H 2.7169 -0.7602 0.6200
C 2.2441 2.0849 0.8384
C 0.5548 3.4352 -1.0517
C 3.1430 2.4455 -1.8503
C -1.8951 -1.3779 -0.1440
C -0.9743 0.8611 1.1837
C -2.1155 1.1240 -1.3516
C 1.7866 -1.7080 -4.2194
C 0.0117 0.5947 -4.4057
C -0.8994 -1.9195 -3.3923
H 3.3897 -1.5634 -2.2980
H 2.7852 0.2245 -0.9528
H 1.8062 1.3136 1.4869
H 2.0081 3.0780 1.2372
H 3.3333 1.9686 0.8489
H -0.1819 3.4566 -0.2407
H 0.0444 3.4232 -2.0208
H 1.1707 4.3423 -0.9958
H 3.9711 1.7363 -1.7026
H 3.4550 3.4578 -1.5666
H 2.9090 2.4723 -2.9204
H -2.8243 -1.0294 0.3260
H -1.3624 -2.0472 0.5411
H -2.1209 -1.9274 -1.0617
H -1.9696 0.6392 1.5859
H -0.8391 1.9447 1.1583
H -0.2160 0.4350 1.8422
H -2.9805 1.2403 -0.6855
H -2.4533 0.6510 -2.2788
H -1.7299 2.1188 -1.5911
H 1.3407 -2.1303 -5.1334
H 2.1514 -2.5223 -3.5757
H 2.6181 -1.0380 -4.4856
H -0.0251 0.2045 -5.4331
H 0.7446 1.4117 -4.3526
H -0.9819 0.9656 -4.1164
H -0.9236 -2.3402 -4.4054
H -1.8447 -1.4016 -3.1904
H -0.7657 -2.7423 -2.6798
C 0.4105 -4.3536 0.4510
C 1.7306 -4.2813 -0.0011
C 2.0526 -4.6377 -1.3112
C 1.0871 -5.1329 -2.1978
C -0.2475 -5.1868 -1.7398
C -0.5749 -4.8172 -0.4321
Se 0.0340 -3.7134 2.2245
H -0.8121 -4.8791 2.4983
H 2.4848 -3.8741 0.6591
H 3.0595 -4.4914 -1.7053
H 1.3674 -5.4605 -3.2174
H -1.0104 -5.5341 -2.4477
H -1.6039 -4.8766 -0.0874
N 1.3579 -2.2843 7.8441
C 1.0330 -0.9992 7.5088
O 0.6790 -0.1799 8.3477
C 1.1790 -0.6237 6.0650
C 1.8858 -1.3828 5.1230
C 1.9106 -0.9551 3.7889
N 1.3071 0.1618 3.3659
C 0.6829 0.9327 4.2784
C 0.5952 0.5766 5.6295
H 1.1668 -2.5580 8.7932
H 1.4508 -3.0185 7.1601
H 2.4171 -2.2987 5.3768
H 2.4376 -1.5296 3.0192
H 0.2046 1.8509 3.9207
H 0.0722 1.2471 6.3137
*
```

***

2.
This record from the Open Molecules 2025 dataset describes C4H6O2 in the gas phase. The level of theory is wB97M-V/def2-TZVPD.

Calculated values
SMILES: CC(=O)CC=O
HOMO energy, hartree: -0.36193
Frontier orbital gap, eV: 10.57
F_max, eV/Å: 0.80

The geometry in ORCA input format:
```
! RIJCOSX wB97M-V def2-TZVPD def2/J DEFGRID3
* xyz 0 1
C -1.1717 -0.4980 1.3651
C -0.5426 -0.5782 0.0109
O -1.0096 -1.1951 -0.9211
C 0.7744 0.1366 -0.1556
C 0.7857 1.0107 -1.4023
O 1.3574 2.0735 -1.4562
H -0.4392 -0.2469 2.1344
H -1.6866 -1.4271 1.6002
H -1.8959 0.3194 1.3053
H 1.0882 0.7501 0.6886
H 1.4215 -0.7458 -0.1733
H 0.1445 0.6637 -2.2333
*
```

***

3.
This record from the Open Molecules 2025 dataset describes C3H6N2O in the gas phase in a non-equilibrium geometry. The level of theory is wB97M-V/def2-TZVPD.

Calculated values
SMILES: [H]/N=C1\CCON1
HOMO energy, hartree: -0.34567
Frontier orbital gap, eV: 10.30
F_max, eV/Å: 7.99

The geometry in ORCA input format:
```
! RIJCOSX wB97M-V def2-TZVPD def2/J DEFGRID3
* xyz 0 1
H 2.3039 0.7736 -0.2906
N 2.1492 -0.2119 -0.2385
C 0.8918 -0.3671 0.1624
C -0.1007 0.8901 0.3631
C -1.4142 0.1862 -0.2201
O -1.1222 -1.2595 -0.0140
N 0.3314 -1.6092 0.3305
H 0.3059 1.7385 -0.0347
H -0.3518 1.0315 1.5090
H -2.2970 0.5837 0.0461
H -1.3744 0.5363 -1.3440
H 0.6783 -2.2921 -0.2691
*
```

***

4.
This record from the Open Molecules 2025 dataset describes 2 unconnected molecules or ions with the total composition C4H4Br2N2O in a non-equilibrium geometry. The level of theory is wB97M-V/def2-TZVPD.

Calculated values
HOMO energy (spin up / spin down), hartree: -0.37351 / -0.37354
Frontier orbital gap (spin up / spin down), eV: 6.77 / 6.78
F_max, eV/Å: 3.39

The geometry in ORCA input format:
```
! RIJCOSX wB97M-V def2-TZVPD def2/J DEFGRID3
* xyz 0 1
C 0.0440 0.6842 1.3724
C -0.2514 -1.0527 -0.3776
C 0.9193 1.2647 -0.9642
C 0.1747 0.3741 0.0159
N 0.0747 0.7562 2.5297
N -0.7418 -1.8633 0.5912
O -0.2032 -1.3494 -1.5594
Br 2.7189 1.2454 -0.1434
Br -2.4706 0.9034 -0.5847
H 1.0020 0.9091 -1.9526
H 0.5971 2.3836 -0.9189
H -0.4779 -1.5569 1.5344
H -1.3858 -2.6985 0.4573
*
```